No. 1
38
Properties=species:S:1:pos:R:3 method="wB97M-V/def2-TZVPD" orbital_gap_ev=7.267
C 3.16337 -0.83461 -2.78894
C 3.30777 -1.80651 -1.53251
Cl 2.73029 -3.52197 -1.78583
C 3.87535 -1.41193 -0.29367
Cl 3.97031 -2.73160 0.97612
O 4.36375 -0.08941 -0.10150
P 3.43427 0.79217 1.00549
O 2.76796 -0.02228 2.09314
O 4.50109 1.96866 1.65830
P 5.44266 1.30751 2.93089
O 4.65120 1.02297 4.21161
O 2.32357 1.72590 0.06255
C 1.01719 1.21852 0.18531
F 0.90136 -0.14270 -0.12516
F 0.42069 1.53680 1.42246
F 0.22828 1.89326 -0.77705
H 4.02301 -1.11735 -3.49662
H 3.27766 0.24997 -2.46777
H 2.15383 -0.95803 -3.31961
H 6.43539 2.30031 3.28429
H 6.15886 0.12596 2.56645
C -2.44475 -1.49840 1.00824
O -2.91311 -1.61868 -0.33965
P -4.52045 -1.07079 -0.63125
O -4.86642 -2.28534 -1.46960
O -3.94269 0.12614 -1.60428
C -3.11387 1.12437 -1.01963
O -6.11189 -0.43818 -0.75561
C -6.34615 0.84807 -0.18933
H -1.92030 -2.41503 1.28083
H -1.74949 -0.65906 1.07771
H -3.27001 -1.34177 1.70788
H -2.06542 0.86813 -1.18390
H -3.30295 1.22335 0.05277
H -3.32193 2.08141 -1.50022
H -6.03321 1.62558 -0.89187
H -5.80992 0.96475 0.75453
H -7.41531 0.95982 -0.00458

---

No. 2
13
Properties=species:S:1:pos:R:3 method="wB97M-V/def2-TZVPD" relative_energy_kj_mol=520.6 orbital_gap_ev="8.239 / 7.261"
C 0.53376 -0.10409 0.00834
C -1.81446 0.36918 0.21032
C 1.39118 -1.33992 0.01501
N -0.78859 -0.33620 -0.06637
N 0.78841 2.25403 -0.03980
O 1.23107 0.98336 -0.03117
O -3.02018 -0.09216 -0.09080
H -1.84445 1.34973 0.68628
H 2.21817 -1.23733 -0.68400
H 0.78133 -2.19107 -0.26520
H 1.81174 -1.51596 1.00360
H 1.63228 2.80667 -0.20651
H -2.92026 -0.94622 -0.53971

---

No. 3
10
Properties=species:S:1:pos:R:3 method="wB97M-V/def2-TZVPD" relative_energy_kj_mol=158.9 orbital_gap_ev=10.410
N -0.91028 1.00976 -1.49595
C -0.31084 0.31647 -0.62778
O -0.90668 -0.58689 0.20026
C -0.32994 -0.85388 1.43100
O -0.48172 -1.90519 1.96635
C 1.19452 0.38194 -0.60848
O 1.87160 -0.39059 0.02477
H -1.91634 0.84029 -1.50121
H 0.17775 0.01761 1.86425
H 1.61193 1.17048 -1.25321

---

No. 4
9
Properties=species:S:1:pos:R:3 method="wB97M-V/def2-TZVPD" relative_energy_kj_mol=252.5 orbital_gap_ev="7.786 / 7.783"
C -1.30492 0.99911 0.04783
C 0.67971 -0.60940 1.35846
C -1.52300 -0.08877 0.86336
N -1.05337 1.96830 -0.51216
I 1.59310 -1.77700 -0.11558
I -2.69659 -1.68792 0.15623
H 0.89604 0.41922 1.20875
H 0.64372 -1.07648 2.40439
H -1.40277 0.07765 1.90655

---

Max |F| across the listed records, respectively: 9.7 1.7 0.8 3.8 eV/A.